{
  "formula": "C28H35N6OS2V",
  "method": "wB97M-V/def2-TZVPD",
  "elements": ["V", "C", "C", "C", "C", "C", "C", "C", "C", "S", "C", "N", "C", "C", "C", "C", "C", "C", "C", "C", "H", "H", "H", "H", "H", "H", "H", "H", "H", "H", "H", "H", "H", "H", "H", "H", "C", "N", "C", "C", "N", "N", "C", "N", "N", "H", "H", "H", "H", "H", "H", "H", "H", "H", "H", "H", "C", "S", "O", "C", "C", "C", "C", "C", "C", "H", "H", "H", "H", "H", "H", "H", "H"],
  "positions_angstrom": [[0.00943, -0.61607, -1.02667], [2.70608, 3.38433, 1.92986], [2.37366, 2.89410, 3.33781], [3.68799, 2.62124, 4.08268], [1.59256, 3.99856, 4.06423], [1.53465, 1.61998, 3.31815], [1.13930, 1.04059, 4.54409], [0.37870, -0.10378, 4.61793], [-0.01412, -0.70548, 3.42292], [-0.95996, -2.13860, 3.15693], [-0.81612, -1.90693, 1.46443], [-0.11694, -0.85631, 1.10361], [0.36042, -0.15119, 2.20082], [1.13738, 1.00869, 2.14358], [-1.39342, -2.75092, 0.41979], [-2.18253, -3.85917, 0.69574], [-2.69045, -4.60464, -0.35894], [-2.40103, -4.24126, -1.66652], [-1.60658, -3.12743, -1.92886], [-1.08755, -2.35311, -0.89685], [3.30150, 4.29494, 1.99273], [1.80565, 3.62284, 1.35827], [3.29096, 2.65071, 1.36955], [4.29978, 3.52401, 4.09898], [4.26234, 1.83052, 3.59654], [3.51459, 2.32374, 5.11656], [2.18381, 4.91459, 4.09141], [1.36324, 3.72459, 5.09368], [0.65170, 4.21675, 3.55516], [1.44443, 1.50972, 5.46930], [0.10166, -0.51946, 5.57708], [1.40688, 1.41943, 1.17877], [-2.40566, -4.14977, 1.71594], [-3.30458, -5.47290, -0.16236], [-2.79133, -4.83032, -2.48618], [-1.39397, -2.87655, -2.96253], [0.11874, -0.38300, -5.85331], [1.38128, -0.56876, -5.14058], [2.59738, -0.82504, -5.91422], [1.35450, -0.63818, -3.79985], [0.27614, -0.55361, -3.07723], [2.59564, -0.80105, -3.19396], [2.89394, -0.98547, -1.86844], [4.19632, -1.17361, -1.60879], [1.98378, -0.97151, -0.93479], [0.33348, -0.20580, -6.90127], [-0.40963, 0.49317, -5.47452], [-0.51929, -1.26632, -5.77383], [2.35617, -0.74346, -6.96799], [2.98313, -1.83088, -5.73703], [3.36697, -0.07581, -5.71209], [-0.55332, -0.48108, -3.65256], [3.38559, -0.79596, -3.81686], [4.89105, -1.25570, -2.33094], [4.50490, -1.32774, -0.66378], [2.37416, -1.15716, -0.01664], [-2.58047, 3.06211, -0.57444], [-1.75865, 1.72083, 0.26034], [-0.86100, 1.16110, -0.89599], [-3.05566, 0.55580, 0.48243], [-3.70860, -0.04883, -0.58660], [-4.68993, -0.98481, -0.31896], [-5.01702, -1.29422, 0.99826], [-4.36237, -0.68178, 2.05604], [-3.36079, 0.24591, 1.80231], [-3.07091, 2.69870, -1.47488], [-1.82520, 3.80866, -0.80934], [-3.30961, 3.47348, 0.12340], [-3.44716, 0.19811, -1.60844], [-5.20900, -1.47251, -1.13265], [-5.79352, -2.02044, 1.19832], [-4.62240, -0.92875, 3.07623], [-2.82113, 0.71817, 2.61507]],
  "atomic_forces_ev_per_a": [[-0.118, 0.134, 0.026], [0.002, 0.009, -0.047], [0.002, 0.003, -0.001], [0.012, 0.012, 0.025], [0.004, 0.014, 0.015], [-0.022, -0.013, 0.042], [0.023, 0.024, -0.019], [-0.005, -0.028, -0.020], [0.042, 0.064, 0.003], [0.020, 0.008, 0.004], [-0.037, -0.048, -0.112], [0.022, -0.018, -0.128], [0.016, 0.020, 0.020], [-0.001, -0.003, 0.043], [0.025, 0.013, 0.061], [-0.032, -0.038, -0.051], [0.004, 0.003, -0.006], [0.015, 0.019, -0.007], [-0.020, 0.006, -0.058], [-0.036, 0.232, 0.112], [0.001, 0.001, 0.014], [-0.007, 0.001, 0.005], [0.006, -0.009, 0.007], [-0.002, 0.006, -0.003], [-0.009, -0.006, -0.017], [0.000, -0.005, 0.006], [0.004, 0.004, -0.003], [0.000, -0.001, 0.006], [-0.002, -0.009, -0.013], [0.005, 0.004, 0.005], [-0.011, -0.012, -0.002], [-0.008, -0.008, -0.012], [0.013, 0.016, 0.013], [-0.001, 0.000, 0.010], [-0.006, -0.008, 0.000], [0.002, -0.003, 0.000], [0.023, 0.038, 0.029], [-0.013, -0.044, 0.026], [-0.010, 0.052, 0.027], [0.006, -0.005, -0.056], [0.040, 0.007, 0.031], [0.040, -0.005, -0.027], [0.038, -0.039, -0.019], [-0.025, -0.008, 0.011], [0.059, 0.043, 0.101], [-0.008, -0.014, -0.005], [-0.005, -0.003, -0.008], [-0.008, 0.006, -0.005], [0.003, -0.029, -0.003], [0.014, 0.004, -0.005], [0.010, -0.009, -0.001], [-0.005, 0.028, 0.041], [-0.005, 0.013, -0.009], [-0.010, -0.006, -0.006], [0.000, 0.007, -0.009], [-0.032, 0.002, -0.004], [-0.091, -0.022, 0.051], [0.341, 0.064, -0.275], [-0.204, -0.401, 0.133], [-0.086, -0.039, 0.166], [0.042, 0.028, -0.032], [-0.021, -0.012, 0.007], [-0.015, -0.008, 0.013], [0.028, 0.018, -0.014], [-0.051, -0.041, -0.049], [0.017, -0.029, 0.000], [0.017, 0.000, -0.006], [-0.003, 0.014, -0.011], [0.006, 0.008, 0.003], [0.006, 0.005, -0.010], [-0.001, -0.005, -0.004], [-0.001, -0.003, 0.003], [0.003, 0.005, 0.003]],
  "homo_ev": [-13.19, -13.20],
  "e_lumo_ev": [-5.43, -5.28],
  "charge": 2,
  "spin_multiplicity": 3,
  "s_squared": 2.0193
}

{
  "formula": "C18H58N3O10",
  "method": "wB97M-V/def2-TZVPD",
  "elements": ["N", "H", "H", "H", "H", "C", "O", "H", "H", "H", "H", "C", "O", "H", "H", "H", "H", "C", "O", "H", "H", "H", "H", "C", "O", "H", "H", "H", "H", "C", "O", "H", "H", "H", "H", "C", "O", "H", "H", "H", "H", "C", "O", "C", "C", "N", "C", "C", "O", "C", "H", "H", "H", "H", "H", "H", "H", "H", "H", "H", "H", "H", "H", "H", "H", "C", "O", "C", "C", "N", "C", "C", "O", "C", "H", "H", "H", "H", "H", "H", "H", "H", "H", "H", "H", "H", "H", "H", "H"],
  "positions_angstrom": [[-0.94712, -0.75144, 0.08563], [-1.36212, -0.53244, 0.95963], [-0.70012, -1.73544, 0.05463], [0.03988, -0.10544, 0.13963], [-1.48712, -0.33944, -0.60537], [-2.22112, -3.04244, -3.40337], [-2.10812, -1.54944, -3.00437], [-2.68412, -3.09844, -4.34037], [-2.60312, -3.53844, -2.69437], [-1.20512, -3.59544, -3.60837], [-2.28812, -1.04744, -3.82937], [-4.62712, -3.22144, -0.27337], [-3.25212, -3.11744, 0.12763], [-5.44012, -3.01044, 0.61363], [-4.83712, -4.10044, -0.58437], [-4.72212, -2.46244, -1.06337], [-2.91112, -3.94044, 0.72163], [-3.31112, -1.16944, 3.12663], [-2.03712, -1.75144, 3.19763], [-4.01812, -1.80544, 2.52963], [-3.18012, -0.15644, 2.79563], [-3.81712, -1.22944, 4.08663], [-1.95412, -1.88744, 4.12263], [1.53488, -2.67344, 2.32663], [1.71088, -3.37244, 1.19563], [2.27388, -2.46944, 2.87463], [0.70288, -3.04744, 3.16863], [1.06988, -1.71944, 2.19663], [1.41688, -4.29044, 1.32063], [-4.44712, 0.85356, -0.92937], [-3.38312, 1.24756, 0.01363], [-4.92612, -0.16144, -0.69237], [-3.82112, 0.68656, -1.82537], [-5.13012, 1.50356, -0.87437], [-3.52812, 2.05556, 0.60463], [1.37688, 1.18056, 2.82463], [0.11188, 0.86956, 2.67163], [2.03388, 0.22256, 3.09463], [1.62388, 1.96256, 3.56263], [1.93488, 1.62256, 1.90163], [-0.19912, 0.80556, 3.58963], [2.80288, -6.00544, -3.69137], [1.88988, -5.03944, -3.18937], [2.53788, -3.97244, -2.52637], [1.46988, -2.83244, -2.37037], [1.74788, -1.85444, -1.25337], [3.00688, -1.06944, -1.44937], [3.12888, -0.08844, -0.30937], [4.33388, 0.52356, -0.24137], [4.43288, 1.64956, 0.66063], [2.16188, -6.84944, -3.87937], [3.41288, -6.47344, -2.73337], [3.46488, -5.75644, -4.55037], [3.36688, -3.46144, -3.19537], [2.97288, -4.21844, -1.52837], [0.78188, -3.49044, -1.89837], [1.29088, -2.46944, -3.27437], [1.78588, -2.48944, -0.26037], [3.19188, -0.57344, -2.35037], [3.75588, -1.96344, -1.33437], [2.83488, -0.62044, 0.65363], [2.39088, 0.61456, -0.33137], [5.58788, 2.09656, 0.62863], [4.33388, 1.49356, 1.84463], [3.54088, 2.42856, 0.41463], [0.58988, 1.02656, -3.10837], [0.07488, 1.59156, -1.93437], [0.47288, 2.87256, -1.70637], [0.04888, 3.16456, -0.32437], [0.29388, 4.58056, 0.11863], [0.06288, 4.66256, 1.49463], [-0.09812, 6.02456, 2.13463], [-0.47612, 5.98756, 3.48363], [-0.49912, 7.28156, 4.13063], [0.45088, 1.66256, -4.04237], [0.26388, 0.09056, -3.22037], [1.57388, 1.10956, -2.90537], [-0.00612, 3.56156, -2.35437], [1.54888, 2.95756, -1.77037], [0.44288, 2.40156, 0.29563], [-1.05212, 3.10156, -0.27337], [-0.41912, 5.21256, -0.34837], [0.81788, 4.32956, 1.96763], [-0.95012, 4.28756, 1.96263], [-1.02212, 6.53456, 1.59163], [0.68888, 6.80956, 1.92263], [-1.35312, 7.94656, 3.86063], [0.31888, 7.98156, 3.77663], [-0.68012, 7.15456, 5.23463]],
  "atomic_forces_ev_per_a": [[5.416, 2.134, 2.141], [-0.838, 0.022, 1.298], [-0.153, 0.027, -0.692], [-3.139, -2.482, -0.666], [-1.442, 0.419, -2.321], [5.967, 4.582, -4.420], [-0.110, -2.184, -1.201], [-1.263, -0.104, -1.041], [-3.533, -3.302, 5.431], [-1.272, 1.674, 0.563], [0.239, -0.569, 0.825], [0.164, 6.251, 3.994], [1.262, -2.557, 2.171], [2.095, -0.142, -1.901], [-1.378, -6.031, -2.447], [-0.259, -0.344, 0.327], [-1.737, 2.872, -2.148], [-1.737, -1.050, -0.323], [0.448, -0.320, -0.618], [0.866, 0.889, -0.297], [-0.631, 0.512, -0.369], [0.155, 0.566, 0.404], [0.909, -0.555, 1.083], [-8.622, -0.227, 1.535], [-0.114, -2.290, -1.483], [6.728, 0.944, 3.900], [1.902, -0.030, -2.330], [-0.332, 0.942, -1.033], [0.352, 0.430, -0.206], [6.216, -5.880, 0.908], [-0.062, 0.564, 1.299], [0.900, 1.296, 0.204], [-1.210, 0.508, -0.150], [-5.257, 5.200, -0.630], [-0.414, -1.814, -1.608], [7.445, 0.149, -0.518], [-3.860, -0.527, 0.234], [-1.009, 1.819, -0.351], [-0.451, -0.317, 0.184], [-1.519, -0.956, 1.014], [-0.676, -0.197, -0.655], [0.768, -1.849, 3.090], [1.104, 0.715, -0.101], [1.539, 2.679, -1.536], [2.668, -2.696, 6.171], [-0.684, -0.960, 0.850], [0.967, -4.067, 2.964], [-0.195, -2.817, 1.860], [2.406, 1.560, 1.228], [0.648, 1.706, 1.180], [-0.118, -0.329, -0.865], [-0.776, 1.455, -2.383], [-0.549, 0.280, 0.741], [-0.979, -1.569, 1.130], [-0.232, -0.239, -0.649], [-2.090, 0.014, -0.364], [-1.363, 1.946, -3.609], [0.358, 2.337, -3.727], [-0.407, 0.430, -1.776], [-0.114, 2.316, -0.309], [0.724, 0.066, -0.593], [-2.546, 2.362, -0.788], [-3.383, -1.010, -0.579], [-0.103, -0.627, -2.504], [2.338, -1.390, 0.279], [-0.618, 4.578, -0.971], [-2.117, -1.781, 0.038], [0.674, 0.725, 0.661], [-2.121, 2.428, 0.225], [-0.837, 0.208, -1.934], [-6.343, 2.784, 1.064], [-2.127, 4.178, -2.515], [0.623, 0.393, 0.897], [-0.639, 0.923, -0.352], [-0.457, -0.658, 1.008], [-1.317, -3.629, -0.407], [3.920, -0.637, -0.188], [-0.286, 0.819, -1.137], [0.634, 0.231, -0.292], [0.687, -0.263, 1.208], [0.159, -0.793, -0.073], [1.196, -1.171, 0.358], [5.292, -3.524, 3.478], [1.550, -0.741, -1.248], [1.407, -0.765, 0.485], [-0.089, -1.147, 0.472], [-0.195, -0.971, -0.433], [-0.067, -1.300, 0.987], [1.038, -0.118, -1.151]],
  "homo_ev": -10.74,
  "e_lumo_ev": -2.16,
  "charge": 1,
  "spin_multiplicity": 1
}

{
  "formula": "C16H24N2O7",
  "method": "wB97M-V/def2-TZVPD",
  "elements": ["C", "C", "C", "O", "C", "C", "N", "C", "C", "C", "O", "O", "C", "C", "N", "C", "C", "O", "H", "H", "H", "H", "H", "H", "H", "H", "H", "H", "H", "H", "H", "H", "H", "H", "H", "H", "C", "C", "C", "O", "C", "O", "O", "H", "H", "H", "H", "H", "H"],
  "positions_angstrom": [[5.45762, 0.10326, -0.25155], [4.57058, 1.15793, -1.19942], [4.13754, 0.48661, -2.65592], [2.70760, 0.36516, -2.88122], [2.01183, -0.62316, -2.07662], [2.89887, -1.80168, -1.38815], [3.73875, -2.69344, -0.93301], [0.77627, -1.19215, -3.05190], [0.44497, -2.77687, -2.85764], [-1.16426, -2.96684, -3.27464], [-2.01518, -3.46136, -2.33378], [-1.73582, -2.59240, -4.57663], [1.29724, 0.21641, -0.81830], [0.96516, 1.78975, -1.24243], [0.64769, 3.00663, -1.57744], [0.03555, -0.56945, -0.13232], [-1.45212, -0.05136, -0.59019], [-2.00661, 0.82523, 0.45553], [4.75784, -0.46957, 0.50827], [6.03856, -0.61277, -0.97670], [6.24029, 0.71565, 0.38666], [3.68031, 1.65270, -0.62319], [5.33610, 2.04909, -1.41801], [4.52050, 1.28522, -3.46156], [4.77960, -0.48476, -2.92028], [-0.17369, -0.48456, -3.02571], [1.20861, -1.07396, -4.15880], [1.03578, -3.43059, -3.65743], [0.52543, -3.19403, -1.76977], [-2.70020, -2.93035, -4.56316], [2.14611, 0.25226, 0.02123], [0.05691, -1.73533, -0.22556], [0.10884, -0.34215, 1.03826], [-2.12598, -1.03229, -0.66996], [-1.48987, 0.52177, -1.60964], [-1.95822, 1.76130, 0.06661], [-3.83120, 0.48772, 3.12095], [-3.92257, 0.92748, 4.56794], [-5.15334, 1.72577, 4.87560], [-4.73720, 2.51649, 5.97471], [-3.38581, 2.67655, 5.84222], [-2.71703, 3.46322, 6.49007], [-2.88407, 1.84128, 4.88340], [-2.86533, 0.00881, 2.92862], [-4.62982, -0.21687, 2.87081], [-3.89398, 1.34574, 2.44224], [-3.82475, 0.06210, 5.23344], [-6.00288, 1.09538, 5.15148], [-5.45460, 2.39639, 4.06287]],
  "atomic_forces_ev_per_a": [[-0.432, 0.751, 0.080], [1.487, 0.007, 0.192], [2.168, 1.804, -0.458], [1.098, -2.118, 1.154], [-2.051, 0.856, 0.404], [6.318, -5.893, 2.343], [-8.016, 8.255, -4.179], [1.332, -0.107, -1.349], [-1.824, 0.040, -1.709], [-4.826, -2.204, 3.936], [5.206, 3.052, -5.907], [0.654, -1.545, 3.367], [1.094, 0.022, 1.014], [-2.314, 7.229, -2.259], [2.890, -11.210, 3.138], [-0.621, 0.801, 0.957], [-0.183, -0.994, 0.052], [0.689, 1.097, -2.266], [1.588, 0.920, -1.751], [-1.196, 1.205, 1.653], [-1.619, -1.251, -1.346], [1.614, -1.099, -1.239], [-1.843, -1.920, 0.230], [-1.264, -1.824, 1.632], [-1.762, 1.757, 0.904], [2.124, -1.577, 0.381], [-0.954, -0.193, 2.489], [-1.045, 1.442, 2.017], [-0.186, 0.806, -2.280], [2.113, 0.686, 0.412], [-1.899, 0.348, -1.875], [0.425, 2.286, -0.142], [-0.307, -0.485, -2.619], [1.297, 2.286, 0.159], [0.322, -1.229, 1.816], [-0.064, -1.993, 1.019], [0.407, 0.055, -0.100], [-0.205, -0.851, -1.184], [-0.820, -0.294, -0.026], [0.911, 0.306, 0.182], [1.479, 1.663, 1.319], [-1.525, -1.765, -1.429], [-0.212, 0.801, 0.868], [-0.237, 0.021, 0.025], [0.078, 0.068, 0.106], [-0.044, -0.126, 0.182], [-0.095, 0.087, 0.043], [0.118, 0.195, 0.110], [0.132, -0.166, -0.067]],
  "homo_ev": -10.61,
  "e_lumo_ev": 0.22,
  "spin_multiplicity": 1
}

These records have energy above the lowest of the compared OMol25 structures with the same formula, charge and spin values of 0.0 12.0 220.9 kcal per mole, in the order they appear.